Record 1
Below is a structure of composition C3H2OZn in a non-equilibrium geometry, with properties calculated with ωB97M-V/def2-TZVPD.

Last column: Mulliken spin population.
CARTESIAN COORDINATES (ANGSTROEM)
C: -2.22969 -0.37655 0.21812  0.483
C: -1.47165 0.51990 -0.25447  -0.100
C: -0.35597 1.09890 -0.58761  0.617
H: 2.87282 -1.04245 0.07577  0.001
H: -3.02007 -1.03890 0.54898  -0.002
O: 2.57428 -0.19554 0.40456  -0.004
Zn: 1.63027 1.03463 -0.40535  0.006

Values from the calculation:
**Expectation value of S²**: 0.778
**Strongest force on any atom**: 1.4 eV/Å
**LUMO energy (alpha / beta)**: -8.0501 / -7.5051 eV
**Calculated total energy**: -53594.991 eV
**Spin multiplicity**: 2
**Charge**: +1

Record 2
Below is an isolated molecule of C3H2S in a non-equilibrium geometry, with properties calculated with ωB97M-V/def2-TZVPD.

Last column: Mulliken charge in e.
CARTESIAN COORDINATES (ANGSTROEM)
C: -1.30139 -0.44007 -0.09812  -0.300
C: -0.27301 0.34052 -0.11468  0.124
C: 1.04149 0.24804 0.38996  -0.105
S: 2.47932 -0.17513 -0.08716  -0.171
H: -1.52995 -1.27783 0.70285  0.228
H: -0.41645 1.30447 -0.79285  0.224

Values from the calculation:
**Strongest force on any atom**: 4.2 eV/Å
**LUMO energy (alpha / beta)**: -1.0325 / -0.9858 eV
**Calculated total energy**: -13972.937 eV

Record 3
Below is an isolated molecule of C3H2S3 in a non-equilibrium geometry, with properties calculated with ωB97M-V/def2-TZVPD.

Last column: Mulliken charge in e.
CARTESIAN COORDINATES (ANGSTROEM)
C: 0.12744 1.21123 0.46115  -0.333
C: -0.54801 -0.01418 -0.02697  0.482
C: 0.23862 -1.21704 -0.47056  -0.280
H: -0.40708 1.72920 1.27058  0.308
H: -0.30630 -1.87419 -1.18232  0.307
S: 1.43818 1.86895 -0.21651  -0.136
S: -2.16822 -0.04356 -0.01502  -0.195
S: 1.62537 -1.66041 0.17964  -0.154

Values from the calculation:
**Strongest force on any atom**: 1.1 eV/Å
**LUMO energy**: -2.2012 eV
**Structure (SMILES)**: S=CC(=S)C=S
**Calculated total energy**: -35646.790 eV

Record 4
Below is an isolated molecule of C3H2S3 in a non-equilibrium geometry, with properties calculated with ωB97M-V/def2-TZVPD.

Last column: Mulliken charge in e.
CARTESIAN COORDINATES (ANGSTROEM)
C: -0.34975 -1.18619 0.37965  -0.287
C: 0.57900 -0.11420 0.03834  0.654
C: -0.07022 1.22068 -0.23765  -0.404
H: 0.28716 -2.19231 0.80214  0.242
H: 0.70175 1.78781 -0.87801  0.235
S: -1.86050 -1.47961 -0.17525  -0.098
S: 2.19314 -0.02356 -0.04134  -0.200
S: -1.48058 1.98740 0.11213  -0.141

Values from the calculation:
**Strongest force on any atom**: 5.2 eV/Å
**LUMO energy**: -2.6420 eV
**Structure (SMILES)**: S=CC(=S)C=S
**Calculated total energy**: -35645.813 eV

Record 5
Below is a cluster of 11 separate species, C3H31N2O10S in total in a non-equilibrium geometry, with properties calculated with ωB97M-V/def2-TZVPD.

Last column: Mulliken charge in e.
CARTESIAN COORDINATES (ANGSTROEM)
N: 2.18637 -0.76729 2.60334  -0.572
C: 1.17705 -1.45132 1.85647  0.938
C: 0.52773 -2.66089 2.57783  -0.794
S: 1.33224 -4.28131 2.46072  -0.224
C: -0.00848 -0.45346 1.88353  -0.868
N: 0.29660 0.85648 1.13365  0.067
H: 3.14970 -0.86128 2.20876  0.193
H: -3.53004 2.51222 -2.67420  0.294
H: 2.44239 -0.92976 3.57290  0.247
H: 1.52753 -1.61200 0.82767  0.003
H: 0.93613 -2.48035 3.60662  0.283
H: -0.52824 -2.66303 2.50040  0.438
H: 2.08958 -4.25329 1.32381  0.115
H: -0.23164 -0.11869 2.92437  0.283
H: -0.96929 -0.69958 1.37959  0.236
H: 0.50481 1.59318 1.79888  0.422
H: -0.57619 1.12201 0.60427  0.144
H: 2.22690 1.03161 -3.27804  0.275
H: 2.69506 1.28101 -1.75317  0.294
O: 1.96752 1.19733 -2.37190  -0.532
H: -0.27731 -1.94875 -4.16988  0.306
H: -0.55584 -0.68070 -4.95264  0.283
O: -0.32834 -0.97424 -4.06214  -0.574
H: -1.70908 3.21019 -0.88039  0.331
H: -3.47648 2.39097 -1.18736  0.397
O: -3.08340 2.90631 -1.92580  -0.719
H: -3.38714 0.07059 -0.63810  0.480
H: -4.86541 0.30972 -0.33829  0.304
O: -4.10219 0.76451 -0.74657  -0.700
H: 2.06055 -2.02735 -1.93160  0.269
H: 3.27112 -1.50853 -0.91120  0.259
O: 2.37308 -1.86347 -1.02143  -0.544
H: -1.47462 3.19345 3.85829  0.302
H: -1.67527 2.84322 2.35489  0.301
O: -1.08683 2.74724 3.10848  -0.601
H: 1.02568 0.70086 0.43645  0.142
H: -0.36016 3.81581 -0.33580  0.231
O: -0.94059 3.05779 -0.30191  -0.531
H: -0.75889 0.17864 -1.93611  0.102
H: -1.59621 1.37692 -1.50265  0.236
O: -1.01492 0.69574 -1.16180  -0.438
H: 4.99655 0.58987 -0.46193  0.306
H: 4.61808 -0.61519 -1.30691  0.334
O: 4.37587 -0.16746 -0.41546  -0.674
H: -2.32762 -1.92588 -0.96105  0.307
H: -3.77290 -1.90462 -1.23608  0.315
O: -3.14345 -1.59720 -0.55851  -0.669

Values from the calculation:
**Strongest force on any atom**: 3.9 eV/Å
**LUMO energy**: -2.6254 eV
**Calculated total energy**: -37898.220 eV
**Charge**: +1

Record 6
Below is a cluster of 12 separate species, C3H31NO11S2 in total in a non-equilibrium geometry, with properties calculated with ωB97M-V/def2-TZVPD.

Last column: Mulliken charge in e.
CARTESIAN COORDINATES (ANGSTROEM)
S: -2.44998 3.35263 -0.91142  -0.171
S: -2.27681 2.81029 1.06280  -0.055
C: -0.62259 3.66074 1.38864  -0.506
C: 0.01876 2.69350 2.38196  -0.908
N: 0.61357 1.51650 1.69352  0.145
C: 1.49163 0.77681 2.57937  -0.923
H: -2.72074 2.14569 -1.39412  0.121
H: -0.10029 3.55726 0.42530  0.260
H: -0.56498 4.74255 1.49777  0.431
H: -0.61104 2.41994 3.25282  0.332
H: 0.76890 3.21998 3.01203  0.449
H: -0.19390 0.94409 1.30052  0.025
H: 2.22030 1.49338 2.96049  0.422
H: 2.04186 0.05984 1.92409  0.099
H: 1.13231 0.29518 3.51846  0.305
H: 2.09235 -2.11639 -3.08567  0.389
H: 2.46100 -1.28332 -4.27824  0.336
O: 1.67536 -1.52854 -3.71593  -0.669
H: 0.09921 -3.51622 1.96054  0.259
H: -0.75288 -3.50105 0.66845  0.338
O: 0.11806 -3.39541 1.01125  -0.620
H: -0.33222 -0.78856 -0.41287  0.230
H: 0.22100 -2.05432 -0.09871  0.179
O: 0.56266 -1.16434 -0.36361  -0.262
H: 3.15057 -0.06614 -3.14314  0.349
H: 2.61275 1.30037 -3.51340  0.300
O: 3.02945 0.54148 -3.90101  -0.675
H: -2.49723 -1.26302 4.28265  0.299
H: -1.56539 -0.24548 3.83282  0.290
O: -1.54761 -1.16828 4.14977  -0.595
H: -4.17037 -0.25517 0.19768  0.281
H: -3.04347 -0.16980 -0.74537  0.355
O: -3.27319 -0.62489 0.13109  -0.656
H: -2.78845 -0.41594 -2.95839  0.249
H: -1.64668 0.63396 -2.45399  0.482
O: -2.56686 0.26513 -2.30167  -0.717
H: 2.10179 1.11846 -0.67864  0.246
H: 3.38589 0.44747 -0.07846  0.307
O: 3.01381 0.77735 -0.89230  -0.608
H: 0.40720 0.05380 -2.08897  0.280
H: 0.13257 -0.32994 -3.55109  0.296
O: -0.10473 0.28053 -2.85820  -0.634
H: 2.54121 -2.98683 -0.92150  0.301
H: 3.19578 -1.57372 -1.34198  0.336
O: 3.07553 -2.47650 -1.50714  -0.717
H: -2.87435 -2.34621 0.62490  0.404
H: -2.77476 -2.76604 2.11080  0.270
O: -2.68502 -3.07083 1.22808  -0.647

Values from the calculation:
**Strongest force on any atom**: 3.3 eV/Å
**LUMO energy**: 0.0588 eV
**Structure (SMILES)**: CNCCSS.O.O.O.O.O.O.O.O.O.O.O
**Calculated total energy**: -49296.491 eV

Record 7
Below is a cluster of 13 separate species, C3H31O13 in total in a non-equilibrium geometry, with properties calculated with ωB97M-V/def2-TZVPD.

Last column: Mulliken charge in e.
CARTESIAN COORDINATES (ANGSTROEM)
C: 1.06559 -1.38454 0.59117  -1.372
C: -0.07068 -0.47760 0.67541  2.081
C: 0.41167 0.89238 1.03045  -0.556
O: -0.64897 -0.32546 -0.60858  -0.223
H: 1.38990 -1.53032 1.59417  0.502
H: 1.82721 -0.98725 0.03051  0.291
H: 0.81922 -2.37484 0.36426  0.074
H: -0.87005 -0.85199 1.24065  -1.132
H: -0.29132 1.70426 0.81263  -0.444
H: 1.27266 1.06282 0.43783  0.066
H: 0.72780 0.96397 2.07575  0.427
O: 1.88826 4.38156 -0.07994  -0.721
H: 1.42913 4.02509 0.68515  0.436
H: 1.43949 5.23885 -0.18842  0.289
O: 3.80547 0.93246 -1.49932  -0.620
H: 3.90591 0.09050 -1.08588  0.279
H: 3.91304 1.56740 -0.82353  0.293
O: -1.36523 4.03153 -0.10110  -0.607
H: -1.50593 3.11934 0.16316  0.315
H: -2.16760 4.53316 0.11310  0.275
O: -1.36053 1.54921 -2.25023  -0.826
H: -0.46538 1.96746 -2.34980  0.315
H: -1.20673 0.78247 -1.67765  0.177
O: 0.24932 3.91501 2.32046  -0.707
H: 0.32808 2.99202 2.39988  0.395
H: -0.53263 4.12444 1.85882  0.321
O: 1.08284 -0.71552 -2.74113  -0.679
H: 0.71702 -0.53382 -1.86799  0.169
H: 1.97073 -1.09243 -2.61782  0.295
O: -1.45943 -4.44616 1.36535  -0.695
H: -0.47419 -4.55897 1.38334  0.344
H: -1.90641 -5.20049 1.01605  0.247
O: 1.26037 2.45750 -1.88284  -0.569
H: 1.95754 1.85162 -2.06339  0.301
H: 1.52501 3.02096 -1.15876  0.354
O: 0.79285 -5.01922 -0.34572  -0.641
H: 0.66225 -4.44119 -1.13514  0.339
H: 0.44384 -5.84160 -0.70783  0.307
O: -3.50636 -0.14122 -0.17318  -0.700
H: -2.55849 -0.14674 -0.35384  0.409
H: -3.72952 0.63909 -0.67496  0.318
O: -1.68066 -2.89427 -0.81117  -0.726
H: -1.29080 -3.49389 -0.21881  0.243
H: -1.27119 -2.03878 -0.58569  0.354
O: -2.49157 -2.52174 2.82206  -0.678
H: -1.88575 -3.17769 2.42409  0.399
H: -2.14577 -1.64738 2.59843  0.283

Values from the calculation:
**Strongest force on any atom**: 4.3 eV/Å
**LUMO energy**: 2.3982 eV
**Calculated total energy**: -30232.694 eV
**Charge**: -1

Record 8
Below is a cluster of 12 separate species, C3H32NO11S in total in a non-equilibrium geometry, with properties calculated with ωB97M-V/def2-TZVPD.

Last column: Mulliken charge in e.
CARTESIAN COORDINATES (ANGSTROEM)
C: -0.74890 -2.98981 -0.43965  -1.345
C: -1.27283 -1.84903 -1.27454  0.261
C: -2.55160 -2.22672 -2.04932  -0.783
S: -3.51205 -0.86851 -2.75071  -0.237
N: -1.54797 -0.67384 -0.40152  0.614
H: 0.01722 -2.66025 0.26363  0.203
H: -0.45414 -3.86844 -1.00923  0.426
H: -1.51739 -3.40318 0.22241  0.408
H: -0.51220 -1.50430 -1.97167  0.361
H: -2.23606 -2.95212 -2.79286  0.431
H: -3.20047 -2.63922 -1.28068  0.362
H: -2.56139 -0.12616 -3.36840  0.153
H: -2.03544 -0.97097 0.45339  0.478
H: -0.66277 -0.42620 0.10554  -0.315
H: -1.95214 0.09757 -0.92036  0.131
H: 0.86676 -1.39321 3.31851  0.257
H: 1.35856 -2.58176 2.57621  0.280
O: 1.29954 -1.62100 2.48425  -0.540
H: 1.66718 -0.66671 -3.69988  0.324
H: 1.45822 0.49456 -2.90237  0.276
O: 0.92520 -0.08564 -3.47483  -0.612
H: 0.63332 1.64970 3.28403  0.280
H: 0.41590 0.82988 2.01049  0.320
O: 0.07990 0.95436 2.91393  -0.612
H: -4.39519 1.03289 0.00654  0.262
H: -3.39621 1.46482 1.25318  0.285
O: -3.51348 1.16413 0.35371  -0.534
H: 4.08437 1.74279 1.55039  0.247
H: 4.57167 0.83874 0.34740  0.302
O: 4.12947 0.85187 1.19761  -0.540
H: 0.74127 2.77428 0.06917  0.311
H: 1.53290 3.85020 0.89374  0.258
O: 1.60819 3.00641 0.44276  -0.512
H: 1.28218 0.92983 -0.02788  0.154
H: 1.53509 -0.49855 0.64270  0.274
O: 0.91967 0.05016 0.11290  -0.365
H: 3.96453 -1.39375 0.38559  0.256
H: 3.19526 -1.37700 1.74598  0.307
O: 3.12863 -1.58411 0.81052  -0.658
H: -1.16389 3.89160 -0.97102  0.269
H: -1.59765 2.50453 -0.41828  0.298
O: -0.88203 3.15266 -0.42196  -0.631
H: 1.48773 2.93093 -2.05005  0.287
H: 3.02499 3.15033 -1.68663  0.282
O: 2.36343 2.54943 -2.02493  -0.595
H: -1.97055 0.22628 2.66560  0.251
H: -2.19156 -1.15611 3.29664  0.279
O: -2.41527 -0.62135 2.52994  -0.608

Values from the calculation:
**Strongest force on any atom**: 2.4 eV/Å
**LUMO energy**: -2.5463 eV
**Calculated total energy**: -38473.315 eV
**Charge**: +1

Record 9
Below is a cluster of 12 separate species, C3H33N2O11 in total in a non-equilibrium geometry, with properties calculated with ωB97M-V/def2-TZVPD.

Last column: Mulliken charge in e.
CARTESIAN COORDINATES (ANGSTROEM)
C: 0.73314 2.57090 1.00961  -0.799
C: 0.38602 1.52066 2.07057  -0.351
C: 0.74011 0.09364 1.63252  -0.682
N: -0.21554 -0.55178 0.73154  0.326
N: 0.70009 1.97678 -0.36745  0.158
H: 1.75778 2.91748 1.13812  0.457
H: 0.05737 3.42125 0.98335  0.391
H: -0.64401 1.54213 2.41694  0.224
H: 1.03322 1.74015 2.92267  0.439
H: 1.73565 0.09949 1.17906  0.319
H: 0.91901 -0.54847 2.49658  0.377
H: 0.09266 -0.70222 -0.21883  0.075
H: -1.18347 -0.24957 0.76690  -0.122
H: 0.72163 2.61098 -1.17434  0.431
H: 1.46824 1.33660 -0.57828  0.175
H: -0.17554 1.41825 -0.42744  -0.055
H: -0.06759 -3.47869 2.48019  0.314
H: -0.39891 -2.23096 1.52284  0.328
O: -0.60826 -3.15905 1.74955  -0.717
H: 0.95844 -3.79511 0.18108  0.347
H: 1.12084 -2.36601 -0.11095  0.265
O: 1.21533 -3.22055 -0.55372  -0.654
H: 3.98634 0.34576 -1.84589  0.274
H: 3.56546 -0.82737 -1.00561  0.327
O: 3.45503 0.13294 -1.06894  -0.605
H: 4.12173 -1.09883 2.08100  0.296
H: 3.45487 -1.61708 3.34651  0.301
O: 3.29946 -1.47347 2.40904  -0.596
H: -2.54368 0.95749 -0.40879  0.271
H: -2.40808 2.44608 -0.04500  0.242
O: -1.97806 1.73838 -0.53331  -0.614
H: -0.12125 2.02575 -3.47052  0.312
H: 1.42826 2.03945 -3.76804  0.287
O: 0.72088 2.44600 -3.26509  -0.678
H: -3.98243 -0.91303 -0.06678  0.256
H: -2.57520 -1.58576 0.11149  0.192
O: -3.04714 -0.73642 0.08988  -0.534
H: -1.70006 -3.11276 -1.86236  0.277
H: -1.01014 -3.25055 -0.47928  0.219
O: -1.59053 -2.68748 -1.00651  -0.580
H: -3.15142 0.47717 2.33587  0.283
H: -3.78629 1.92024 2.37140  0.259
O: -3.06295 1.38573 2.02825  -0.548
H: -2.55989 1.15498 -3.01006  0.315
H: -1.93547 -0.14366 -2.50464  0.255
O: -1.79473 0.58081 -3.12446  -0.602
H: 1.68520 -0.60471 -2.24620  0.214
H: 0.28737 -0.48789 -2.76359  0.217
O: 0.89652 -0.05769 -2.14889  -0.287

Values from the calculation:
**Strongest force on any atom**: 1.1 eV/Å
**LUMO energy**: -2.4677 eV
**Calculated total energy**: -29144.871 eV
**Charge**: +1